1.
Computed, not measured: a molecular structure, C52H55HgIN5O3P, with ωB97M-V/def2-TZVPD.

As for the total charge: +1. The HOMO-LUMO gap (alpha / beta) comes out at 6.1 / 5.4 eV. The calculation puts the highest occupied orbital energy (alpha / beta) at -8.855 / -8.855 eV. The spin multiplicity is 2. As for the expectation value of S²: 0.75.

```
118
Properties=species:S:1:pos:R:3:mulliken_spin:R:1
Hg -1.48338 -0.14825 1.29614 0.8629
C -7.29456 1.38831 -2.52515 0.0001
C -6.20678 1.68718 -1.54029 0.0018
C -5.45811 2.82614 -1.61915 -0.0014
C -4.21643 2.99488 -0.98482 0.0009
C -3.39514 4.07117 -1.32881 -0.0019
N -2.18200 4.23060 -0.79884 -0.0024
C -1.33611 5.42240 -0.93654 -0.0009
C -1.04713 6.16954 0.34583 -0.0001
C 0.37633 5.97959 1.00606 0.0000
N 0.43423 5.01736 2.09515 0.0009
C 1.34643 5.06256 3.08405 0.0003
C 1.41721 4.03021 4.01775 0.0007
C 2.26371 4.18303 5.14242 0.0057
C 2.29062 3.28126 6.22655 -0.0020
C 2.90659 3.56589 7.57291 0.0001
C 1.49638 2.15065 6.06065 0.0039
C 0.80623 1.86581 4.86045 -0.0231
C 0.02349 0.64685 4.90433 0.0263
N -1.01221 0.35607 4.16725 0.0286
C -1.54401 -0.96609 4.60834 -0.0216
C -2.87488 -1.47483 4.05425 0.0285
C -3.80292 -0.30173 3.68328 -0.0065
N -3.72597 0.02145 2.25195 0.0726
C -4.82791 0.46478 1.74211 -0.0123
C -4.91329 1.07944 0.44654 -0.0022
C -5.97314 0.83837 -0.40533 -0.0004
C -3.79240 1.93774 -0.03609 -0.0125
O -2.57498 1.84611 0.28955 0.0430
C 0.67655 2.80612 3.77173 0.0234
O -0.19456 2.64184 2.86594 -0.0034
H -7.71466 2.32017 -2.94056 0.0001
H -8.03764 0.81643 -1.98516 0.0000
H -6.97168 0.73997 -3.40033 0.0001
H -5.69713 3.63347 -2.31693 0.0003
H -3.74356 4.89954 -1.92585 -0.0001
H -1.93391 3.43511 -0.18543 -0.0011
H -1.76790 6.11834 -1.64982 0.0000
H -0.36652 5.06219 -1.34347 0.0001
H -1.77131 5.94798 1.13817 0.0001
H -1.26181 7.20338 0.16190 0.0000
H 0.75446 6.94161 1.35779 0.0001
H 1.12854 5.63282 0.21345 0.0000
H -0.02441 4.08679 2.09597 0.0028
H 1.99672 5.94859 3.17467 0.0000
H 2.86361 5.08890 5.14053 0.0005
H 3.82883 3.01335 7.70406 -0.0001
H 2.18397 3.33757 8.38116 -0.0001
H 3.08312 4.60790 7.75038 0.0000
H 1.43562 1.40909 6.89058 0.0000
H 0.21506 -0.04417 5.75138 0.0034
H -1.52935 -1.09582 5.72030 0.0016
H -0.72042 -1.73317 4.37721 -0.0049
H -3.39007 -2.12421 4.76555 0.0040
H -2.67607 -2.15981 3.21057 0.0112
H -3.47755 0.58377 4.24481 -0.0014
H -4.85708 -0.54783 3.98904 0.0026
H -5.79121 0.23945 2.26464 0.0057
H -6.61648 -0.03155 -0.25541 0.0005
I 1.34793 -4.89394 -0.47046 0.0003
C 2.24038 -5.06643 -2.34674 -0.0007
C 1.61686 -5.98796 -3.15226 0.0001
C 2.07389 -6.20295 -4.48618 -0.0001
C 3.14358 -5.50798 -4.96036 0.0000
C 3.73913 -4.49799 -4.15080 0.0001
C 4.96389 -3.96297 -4.63159 -0.0001
C 5.78440 -3.20853 -3.78579 0.0001
C 5.29722 -2.85396 -2.51632 -0.0009
C 4.02149 -3.21145 -2.10343 0.0051
P 3.42610 -2.23741 -0.72022 -0.0058
C 4.69495 -2.33173 0.59386 -0.0025
C 4.72197 -3.48412 1.36421 0.0012
C 5.60215 -3.61626 2.43475 0.0000
C 6.48596 -2.58192 2.75359 0.0000
C 6.57801 -1.47890 1.92238 -0.0001
C 5.70363 -1.36064 0.82213 0.0005
C 3.46705 -0.49372 -1.30268 -0.0152
C 3.53553 -0.16773 -2.64719 0.0015
C 3.45635 1.14061 -3.10258 -0.0003
C 3.35957 2.17908 -2.15701 0.0009
C 3.21758 1.91437 -0.80828 -0.0068
C 3.35862 0.61269 -0.38509 0.0176
C 3.31627 -4.23665 -2.81228 0.0021
H 0.82348 -6.64509 -2.80148 0.0001
H 1.58667 -6.88821 -5.19629 0.0000
H 3.69952 -5.84786 -5.81682 0.0000
H 5.27194 -4.18259 -5.68098 0.0000
H 6.72694 -2.86453 -4.18898 0.0000
H 5.93443 -2.32766 -1.81918 0.0001
H 4.18899 -4.38481 1.02885 0.0001
H 5.51638 -4.52989 2.98667 0.0000
H 7.17073 -2.71294 3.58019 0.0000
H 7.20444 -0.62887 2.16956 0.0000
H 5.85142 -0.55371 0.07492 0.0000
H 3.73213 -0.99585 -3.35854 0.0005
H 3.44411 1.40000 -4.11779 0.0000
H 3.38008 3.25809 -2.53624 0.0000
H 2.90312 2.69053 -0.07990 -0.0014
H 3.49387 0.44131 0.66170 0.0002
O -2.85860 -0.90510 -1.03689 -0.0231
C -3.27257 -1.50257 -2.07338 -0.0154
C -4.12694 -2.78209 -2.02107 0.0016
C -3.52325 -3.95903 -2.81309 0.0003
C -2.30819 -3.85874 -3.78301 0.0001
C -2.68825 -2.91644 -4.95737 0.0002
C -3.41419 -1.66471 -4.53121 -0.0002
N -2.96053 -1.08608 -3.30389 0.0045
H -5.20839 -2.66667 -2.24138 -0.0002
H -4.25445 -3.04095 -0.98609 0.0001
H -4.36044 -4.35736 -3.44794 0.0000
H -3.28703 -4.65104 -2.00352 0.0003
H -2.06082 -4.89927 -4.17205 0.0000
H -1.49796 -3.49037 -3.11743 0.0001
H -3.36958 -3.38680 -5.65746 0.0002
H -1.74528 -2.64832 -5.50657 0.0000
H -4.48563 -1.84276 -4.48219 0.0000
H -3.32559 -0.88628 -5.34163 0.0001
H -2.65604 -0.15121 -3.42857 0.0000
```

=====

2.
Computed, not measured: 2 unconnected molecules or ions with the total composition C2HF3N2, with ωB97M-V/def2-TZVPD.

As for the total charge: 0. The value obtained for the energy above the lowest of the compared OMol25 structures with the same formula, charge and spin is 4.877 eV. The HOMO-LUMO gap (alpha / beta) comes out at 9.3 / 9.0 eV. The calculation puts the highest occupied orbital energy (alpha / beta) at -11.739 / -11.478 eV.

```
8
Properties=species:S:1:pos:R:3:nbo_charge:R:1
C -1.49675 0.27083 0.44155 0.3124
C 1.41628 0.07146 -0.59986 0.8756
N -2.44994 -0.09822 0.94830 -0.7039
N 0.81454 1.25991 -0.76823 0.0190
F 1.67114 -0.23478 0.70827 -0.3148
F 0.60547 -0.94329 -1.07335 -0.3133
F 2.62535 -0.13771 -1.21000 -0.3089
H -3.18608 -0.18820 1.55332 0.4339
```

=====

3.
Computed, not measured: a molecular structure, C15H20IInN5OS, with ωB97M-V/def2-TZVPD.

As for the total charge: +3. The value obtained for the energy above the lowest of the compared OMol25 structures with the same formula, charge and spin is 0.000 eV. The HOMO-LUMO gap comes out at 7.6 eV. The calculation puts the highest occupied orbital energy at -17.239 eV.

```
44
Properties=species:S:1:pos:R:3:nbo_charge:R:1
In 0.42654 0.01560 0.14411 1.7445
C 4.65519 -1.00016 -0.68602 -0.2065
C 5.16244 -1.11662 0.59939 -0.0672
C 4.31145 -0.97830 1.68914 -0.1831
C 2.96795 -0.73260 1.47772 0.1545
N 2.48777 -0.61375 0.21800 -0.6086
C 3.31066 -0.73884 -0.83762 0.0905
C 1.98116 -0.59896 2.59604 0.2573
C 2.32114 -0.76989 3.92489 -0.2044
C 1.33437 -0.67633 4.89849 -0.0706
C 0.02306 -0.41890 4.52639 -0.2044
C -0.25523 -0.24729 3.18769 0.0778
N 0.70239 -0.33034 2.24883 -0.6283
H 5.28769 -1.10403 -1.55614 0.2764
H 6.21520 -1.31123 0.75791 0.2724
H 4.70837 -1.05887 2.68943 0.2573
H 2.87056 -0.62045 -1.81919 0.2237
H 3.33904 -0.97987 4.21536 0.2565
H 1.59147 -0.81001 5.94123 0.2719
H -0.76846 -0.34828 5.25874 0.2751
H -1.25796 -0.03024 2.84297 0.2240
C -3.46981 3.13682 -1.96864 -0.4317
N -2.19792 2.71499 -1.34897 -0.5322
C -1.07784 2.31175 -1.91180 0.4149
S 0.35803 2.19930 -0.84982 -0.2172
N -0.86764 2.09583 -3.19228 -0.5286
C -1.76476 2.28888 -4.34948 -0.4315
H -4.18773 3.25778 -1.16323 0.2516
H -3.84075 2.38200 -2.65287 0.2257
H -3.35408 4.09166 -2.47593 0.2414
H -2.10766 2.92665 -0.36664 0.4335
H 0.08522 1.85420 -3.41762 0.4348
H -2.57520 1.56559 -4.33778 0.2249
H -1.16646 2.12363 -5.24000 0.2565
H -2.14995 3.30328 -4.37830 0.2394
N -1.46830 -3.21217 -0.66251 -0.7059
C -2.02141 -2.05215 -0.45231 0.7175
O -1.33906 -0.98161 -0.27060 -0.8088
C -3.51122 -1.89613 -0.41188 -0.6727
I -4.67357 -3.62954 -0.77663 0.2570
H -0.46795 -3.33823 -0.70150 0.4227
H -2.06374 -4.02339 -0.81301 0.4523
H -3.77903 -1.13997 -1.14783 0.2708
H -3.77398 -1.50978 0.57226 0.2765
```

=====

4.
Computed, not measured: C5H8N4 in the gas phase, with ωB97M-V/def2-TZVPD.

As for the total charge: 0. The value obtained for the energy above the lowest of the compared OMol25 structures with the same formula, charge and spin is 7.568 eV. The HOMO-LUMO gap (alpha / beta) comes out at 7.1 / 7.1 eV. The calculation puts the highest occupied orbital energy (alpha / beta) at -7.399 / -7.407 eV.

```
17
Properties=species:S:1:pos:R:3:nbo_charge:R:1
C 0.32308 -0.19431 0.08355 0.0455
C -0.35557 2.69962 -0.58263 0.4440
C 0.92954 4.41945 -1.66538 -0.1188
C 0.91575 -1.55203 0.14078 -0.7219
C -1.80511 -1.24918 0.94283 -0.4277
N -1.25112 2.02607 -0.12791 -0.0846
N -1.77754 0.92093 0.23512 -0.1875
N 0.03513 3.81675 -0.98270 -0.3737
N -0.95028 -0.21267 0.38574 -0.2498
H 1.76592 3.83858 -2.20683 0.1896
H 0.78988 5.43896 -1.55819 0.1927
H 1.34701 -1.57612 1.26589 0.2308
H 0.14920 -2.30519 -0.18288 0.1983
H 1.71655 -1.46401 -0.51776 0.2263
H -1.56328 -2.12867 0.48111 0.1987
H -1.59389 -1.51414 1.90214 0.2082
H -2.79329 -1.18821 0.67244 0.2300
```

=====

Calculated maximum force in order - 2.919; 5.248; 0.313; 3.185 eV Å⁻¹